{"formula": "C16H44BrCuN4O4", "method": "ωB97M-V with the def2-TZVPD basis set", "homo_ev": [-11.1, -11.1], "multiplicity": 2, "lumo_ev": [-3.049, -6.803], "energy_ha": -5370.1212, "total_charge": 1, "e_above_lowest_kj_mol": 0.0, "orbital_gap_ha": [0.296, 0.158], "elements": ["Cu", "Br", "C", "C", "C", "O", "C", "N", "H", "H", "H", "H", "H", "H", "H", "H", "H", "H", "H", "C", "C", "C", "O", "C", "N", "H", "H", "H", "H", "H", "H", "H", "H", "H", "H", "H", "C", "C", "C", "O", "C", "N", "H", "H", "H", "H", "H", "H", "H", "H", "H", "H", "H", "C", "C", "C", "O", "C", "N", "H", "H", "H", "H", "H", "H", "H", "H", "H", "H", "H"], "coordinates": [[1.911, -2.470, 2.482], [0.704, -0.692, 0.817], [1.722, 0.728, 5.605], [1.735, -0.640, 4.922], [0.318, -1.166, 4.821], [0.251, -2.361, 4.021], [-0.804, -3.248, 4.318], [2.529, -0.610, 3.687], [1.315, 1.462, 4.894], [2.695, 1.091, 5.931], [1.011, 0.870, 6.423], [2.317, -1.317, 5.559], [-0.292, -0.449, 4.259], [-0.118, -1.400, 5.791], [-0.871, -3.983, 3.512], [-1.769, -2.739, 4.263], [-0.618, -3.818, 5.229], [2.245, 0.163, 3.083], [3.436, -0.329, 4.054], [0.272, 2.291, -4.594], [-0.249, 0.853, -4.389], [-0.978, 0.651, -3.034], [-1.341, -0.717, -2.938], [-2.175, -0.900, -1.796], [-1.082, 0.484, -5.553], [1.123, 2.438, -3.917], [-0.351, 3.112, -4.231], [0.600, 2.401, -5.621], [0.652, 0.237, -4.393], [-1.791, 1.382, -3.029], [-0.274, 0.923, -2.241], [-3.069, -0.269, -1.783], [-1.650, -0.621, -0.878], [-2.528, -1.930, -1.758], [-2.027, 0.780, -5.313], [-1.152, -0.532, -5.565], [-1.940, 3.085, 0.222], [-1.340, 3.479, 1.562], [-2.263, 4.337, 2.416], [-2.541, 5.520, 1.712], [-3.636, 6.301, 2.168], [-0.900, 2.280, 2.282], [-2.893, 2.553, 0.247], [-1.249, 2.437, -0.327], [-2.045, 3.949, -0.444], [-0.444, 4.086, 1.411], [-1.735, 4.521, 3.360], [-3.213, 3.838, 2.651], [-4.637, 5.906, 1.990], [-3.483, 7.223, 1.609], [-3.486, 6.534, 3.226], [-1.619, 1.567, 2.350], [-0.184, 1.829, 1.723], [2.194, -1.599, -2.886], [1.361, -2.863, -3.078], [2.100, -4.162, -2.713], [2.978, -4.402, -3.767], [3.652, -5.656, -3.675], [0.131, -2.645, -2.351], [3.094, -1.581, -3.500], [2.430, -1.437, -1.831], [1.594, -0.744, -3.211], [1.124, -2.985, -4.137], [1.436, -5.027, -2.609], [2.605, -4.054, -1.744], [4.180, -5.606, -2.716], [4.314, -5.780, -4.525], [2.953, -6.498, -3.683], [0.335, -2.042, -1.535], [-0.568, -2.038, -2.834]]}


{"formula": "C16H44ClN4O4Pd", "method": "ωB97M-V with the def2-TZVPD basis set", "homo_ev": [-13.5, -13.5], "multiplicity": 4, "lumo_ev": [-5.633, -10.916], "energy_ha": -1743.2029, "total_charge": 2, "orbital_gap_ha": [0.290, 0.096], "elements": ["Pd", "Cl", "C", "C", "C", "O", "C", "N", "H", "H", "H", "H", "H", "H", "H", "H", "H", "H", "H", "C", "C", "C", "O", "C", "N", "H", "H", "H", "H", "H", "H", "H", "H", "H", "H", "H", "C", "C", "C", "O", "C", "N", "H", "H", "H", "H", "H", "H", "H", "H", "H", "H", "H", "C", "C", "C", "O", "C", "N", "H", "H", "H", "H", "H", "H", "H", "H", "H", "H", "H"], "coordinates": [[-12.288, -23.722, -34.659], [-13.805, -22.013, -33.520], [-14.930, -24.498, -30.365], [-13.901, -23.853, -29.383], [-13.030, -24.866, -28.626], [-13.897, -25.412, -27.654], [-13.392, -26.481, -26.873], [-12.984, -23.137, -30.273], [-15.595, -23.776, -30.837], [-15.624, -25.214, -29.926], [-14.429, -24.927, -31.233], [-14.476, -23.121, -28.816], [-12.135, -24.518, -28.110], [-12.687, -25.662, -29.287], [-12.393, -26.235, -26.513], [-13.268, -27.329, -27.546], [-14.079, -26.736, -26.067], [-13.560, -22.621, -30.923], [-12.494, -23.772, -30.887], [-12.691, -23.861, -38.697], [-12.341, -22.597, -37.916], [-12.759, -21.276, -38.617], [-12.595, -20.209, -37.678], [-12.751, -18.895, -38.160], [-12.988, -22.749, -36.660], [-12.462, -24.809, -38.210], [-12.110, -23.789, -39.616], [-13.756, -23.820, -38.924], [-11.271, -22.469, -37.748], [-13.822, -21.345, -38.852], [-12.215, -21.128, -39.550], [-13.724, -18.780, -38.639], [-12.122, -18.576, -38.991], [-12.829, -18.144, -37.374], [-13.953, -22.990, -36.837], [-13.118, -21.790, -36.374], [-17.093, -21.751, -28.932], [-17.562, -20.783, -30.094], [-18.684, -21.333, -30.946], [-18.363, -22.576, -31.626], [-17.496, -22.446, -32.745], [-17.858, -19.444, -29.531], [-16.245, -21.385, -28.354], [-16.918, -22.788, -29.221], [-17.900, -21.782, -28.200], [-16.700, -20.700, -30.756], [-19.010, -20.537, -31.615], [-19.570, -21.418, -30.316], [-16.471, -22.241, -32.435], [-17.828, -21.623, -33.377], [-17.569, -23.349, -33.351], [-17.074, -19.148, -28.967], [-18.571, -19.336, -28.824], [-15.102, -18.583, -35.768], [-16.401, -18.574, -34.941], [-17.545, -19.282, -35.718], [-17.835, -18.872, -37.089], [-18.166, -17.446, -37.142], [-16.175, -19.243, -33.680], [-15.272, -18.121, -36.740], [-14.749, -19.610, -35.858], [-14.248, -18.091, -35.301], [-16.765, -17.577, -34.693], [-18.461, -19.387, -35.136], [-17.236, -20.324, -35.810], [-18.113, -17.179, -38.197], [-17.430, -16.859, -36.592], [-19.135, -17.207, -36.704], [-15.330, -18.926, -33.227], [-15.857, -20.173, -33.912]]}


{"formula": "C16H44ClO18S6", "method": "ωB97M-V with the def2-TZVPD basis set", "homo_ev": -6.6, "multiplicity": 1, "lumo_ev": 2.016, "energy_ha": -4839.2573, "total_charge": -1, "e_above_lowest_kj_mol": 329.3, "orbital_gap_ha": 0.318, "elements": ["Cl", "O", "O", "O", "O", "O", "S", "O", "O", "C", "C", "C", "H", "H", "H", "H", "H", "H", "H", "H", "O", "S", "O", "O", "C", "C", "C", "H", "H", "H", "H", "H", "H", "H", "H", "O", "S", "O", "O", "C", "C", "C", "H", "H", "H", "H", "H", "H", "H", "H", "O", "S", "O", "O", "C", "C", "C", "H", "H", "H", "H", "H", "H", "H", "H", "C", "S", "O", "C", "H", "H", "H", "H", "H", "H", "C", "S", "O", "C", "H", "H", "H", "H", "H", "H"], "coordinates": [[-0.261, -0.586, 0.299], [0.513, -0.948, 1.443], [-1.504, -1.298, 0.374], [-0.594, 0.834, 0.266], [0.298, -1.033, -0.929], [2.855, 2.969, 3.395], [1.896, 3.769, 2.628], [0.441, 3.737, 2.880], [2.411, 5.356, 2.587], [1.582, 6.255, 1.902], [2.484, 7.375, 1.444], [2.189, 3.301, 0.884], [0.809, 6.715, 2.516], [1.060, 5.831, 1.044], [2.853, 7.906, 2.322], [2.095, 8.077, 0.707], [3.407, 7.067, 0.953], [1.505, 2.460, 0.767], [3.241, 3.015, 0.920], [1.972, 4.044, 0.117], [-2.646, -2.498, -4.682], [-3.700, -1.505, -4.396], [-4.350, -0.799, -5.507], [-4.790, -2.271, -3.462], [-4.316, -3.158, -2.433], [-5.689, -3.419, -1.605], [-2.932, -0.272, -3.198], [-3.469, -2.798, -1.849], [-3.998, -4.099, -2.881], [-6.264, -4.180, -2.133], [-6.273, -2.500, -1.555], [-5.665, -3.850, -0.605], [-2.784, -0.783, -2.247], [-3.611, 0.580, -3.205], [-1.996, 0.094, -3.619], [6.081, -2.732, -3.359], [4.976, -2.661, -2.466], [4.958, -3.381, -1.175], [4.804, -1.072, -2.144], [3.930, -0.661, -1.154], [4.593, 0.511, -0.503], [3.335, -3.034, -3.332], [3.746, -1.374, -0.351], [2.900, -0.446, -1.439], [3.841, 0.857, 0.206], [4.702, 1.356, -1.183], [5.556, 0.272, -0.052], [2.586, -2.900, -2.552], [3.554, -4.018, -3.747], [3.115, -2.203, -4.003], [-5.284, 5.837, 1.102], [-4.069, 5.442, 0.279], [-2.736, 5.833, 0.733], [-4.196, 3.791, -0.182], [-2.966, 3.022, -0.349], [-2.556, 3.104, -1.830], [-4.339, 6.201, -1.321], [-3.357, 2.131, 0.143], [-2.167, 3.388, 0.295], [-2.223, 4.113, -2.072], [-3.301, 2.699, -2.514], [-1.694, 2.466, -2.028], [-3.584, 6.968, -1.494], [-5.222, 6.835, -1.242], [-4.407, 5.356, -2.006], [-0.293, -3.649, 6.649], [-1.420, -3.555, 5.140], [-1.921, -2.149, 5.237], [-0.076, -3.477, 3.836], [0.033, -4.686, 6.570], [-0.810, -3.708, 7.606], [0.570, -2.986, 6.719], [0.256, -4.483, 3.578], [0.753, -2.869, 4.199], [-0.430, -2.950, 2.950], [3.432, -6.319, -0.365], [1.726, -5.822, 0.191], [1.276, -6.883, 1.128], [2.010, -4.272, 1.003], [4.087, -6.213, 0.500], [3.872, -5.840, -1.240], [3.447, -7.387, -0.580], [2.444, -4.480, 1.981], [1.100, -3.698, 1.180], [2.600, -3.666, 0.316]]}